No. 1
13
Properties=species:S:1:pos:R:3:forces:R:3 method="wB97M-V/def2-TZVPD" homo_lumo_gap_ha=0.3371 energy_ha=-683.73200 homo_energy_ev=-8.6 e_above_lowest_kcal_mol=71.4 lumo_energy_ev=0.6
C 2.714 -1.368 1.760 3.2 0.6 3.0
C 0.392 0.242 -1.142 1.2 -3.3 1.6
N 0.245 1.767 0.882 -1.0 0.6 -0.1
O -1.844 0.336 0.273 0.7 0.5 0.3
O 1.986 -1.584 0.894 -3.3 -0.4 -3.4
S -0.389 0.204 0.538 0.0 -0.1 -0.8
H 3.501 -2.112 1.929 0.5 0.0 0.7
H 2.715 -0.431 2.384 -0.1 -0.4 -0.2
H 1.231 1.892 1.022 0.4 -0.4 0.0
H 1.242 -0.564 -1.140 -1.9 1.1 -0.3
H -0.472 -0.007 -1.759 0.5 0.4 -0.4
H 0.907 1.158 -1.195 -0.1 1.3 -0.8
H -0.270 2.201 1.625 -0.2 0.1 0.5

=====

No. 2
21
Properties=species:S:1:pos:R:3:forces:R:3 method="wB97M-V/def2-TZVPD" homo_lumo_gap_ha=0.3717 energy_ha=-383.33334 homo_energy_ev=-9.3 e_above_lowest_kcal_mol=56.4 lumo_energy_ev=0.8
C 0.804 -1.274 -1.554 -1.0 0.3 1.2
C -1.880 -0.751 0.240 1.1 0.8 1.5
C -0.559 -1.367 0.807 1.0 3.5 0.8
C -1.616 0.795 -0.001 0.6 -2.5 -2.9
C 0.511 -0.421 0.189 -0.7 0.5 -1.1
C 1.974 -0.190 0.687 -1.1 0.4 0.1
C 0.552 1.805 -0.717 2.8 -2.5 3.7
N 0.644 -2.052 -2.404 0.3 0.8 0.6
N -0.177 0.821 0.100 2.2 -0.6 -0.4
H -2.100 -1.220 -0.664 -0.8 -0.7 -1.4
H -2.618 -0.870 1.005 -0.9 -0.3 0.0
H -0.545 -0.987 1.864 0.2 -1.0 -0.4
H -0.260 -2.388 0.715 -0.5 -0.7 -0.1
H -1.964 1.057 -1.110 0.5 -0.3 2.3
H -1.984 1.474 0.724 -0.9 0.5 0.5
H 2.640 0.089 -0.165 -0.5 -0.2 1.0
H 2.372 -1.023 1.239 0.1 -0.7 -0.2
H 1.875 0.599 1.472 0.3 -0.2 -0.8
H 1.489 2.121 -0.132 -1.3 -0.2 -0.9
H 0.881 1.163 -1.491 0.3 0.5 -2.1
H -0.037 2.619 -0.803 -1.8 2.6 -1.3

=====

No. 3
21
Properties=species:S:1:pos:R:3:forces:R:3 method="wB97M-V/def2-TZVPD" homo_lumo_gap_ha=0.3532 energy_ha=-345.53953 homo_energy_ev=-13.4 e_above_lowest_kcal_mol=98.2 total_charge=+1 lumo_energy_ev=-3.8
C -2.019 0.702 -0.332 -5.3 1.8 2.0
C -0.097 -2.359 1.270 1.1 -0.6 -2.9
C -0.875 0.710 -0.779 4.3 0.0 -1.9
C 1.366 1.307 -0.506 1.7 3.2 -2.6
C 0.473 0.233 -2.644 -0.3 0.8 -2.3
C -0.217 -0.451 2.510 0.8 2.1 -0.2
N 0.248 0.852 -1.351 -2.0 -1.5 2.1
N -0.219 -1.135 1.273 -1.4 2.5 -1.0
H -2.385 0.056 0.480 0.2 0.1 -0.8
H -2.672 1.607 -0.628 1.0 -1.5 0.4
H 0.249 -2.853 2.096 0.2 -1.9 2.3
H 0.001 -2.779 0.268 -0.3 -0.7 0.3
H 2.090 1.832 -1.296 -1.2 -1.1 2.0
H 1.090 2.076 0.250 -0.3 -0.7 -0.8
H 1.862 0.509 -0.023 0.4 -1.1 0.3
H 0.906 1.075 -3.198 0.0 -0.6 -0.5
H 1.115 -0.604 -2.669 1.4 -0.6 0.8
H -0.379 -0.221 -3.234 0.1 1.3 1.3
H -0.779 -0.860 3.287 -0.7 -1.2 1.3
H -0.558 0.580 2.446 -0.5 0.1 -0.5
H 0.801 -0.278 2.779 0.9 -0.3 0.7

=====

No. 4
17
Properties=species:S:1:pos:R:3:forces:R:3 method="wB97M-V/def2-TZVPD" homo_lumo_gap_ha="0.1983 / 0.3975" energy_ha=-392.70467 homo_energy_ev="-17.2 / -19.4" e_above_lowest_kcal_mol=91.2 total_charge=+2 lumo_energy_ev="-11.8 / -8.6"
C -3.086 -0.050 1.661 -3.6 0.8 1.5
C 0.028 1.198 -0.690 2.3 -1.4 0.4
C 1.333 -0.846 -0.215 -3.0 -0.9 1.1
N -2.009 -0.312 1.261 3.9 -0.5 -1.5
N 2.416 -1.487 -0.546 2.0 -0.5 -1.4
N 0.296 -1.414 0.403 2.7 -2.7 0.4
N 0.091 2.380 -1.131 1.0 0.1 0.2
N 1.161 0.470 -0.592 3.2 0.8 -2.3
H -3.682 0.769 1.228 -0.3 -0.1 0.2
H -3.454 -0.665 2.513 -0.3 0.3 -0.2
H 2.509 -2.512 -0.408 -0.2 1.1 0.1
H 3.151 -1.090 -1.199 -1.3 -0.6 1.2
H 0.426 -2.375 0.827 0.0 1.4 -1.0
H -0.463 -0.967 0.876 -0.8 1.2 0.0
H -0.764 2.806 -1.198 -2.6 1.9 -0.5
H 0.914 2.975 -1.297 -0.1 -0.5 0.1
H 2.067 0.793 -1.203 -2.9 -0.4 1.8

=====

No. 5
66
Properties=species:S:1:pos:R:3:forces:R:3 method="wB97M-V/def2-TZVPD" homo_lumo_gap_ha=0.1772 energy_ha=-2494.27473 homo_energy_ev=-19.4 e_above_lowest_kcal_mol=0.0 total_charge=+4 lumo_energy_ev=-14.6
Mo -0.310 -1.221 -0.654 -0.9 -0.2 -0.5
C -1.505 -4.207 2.154 0.0 0.0 0.0
C -1.590 -2.884 1.530 0.1 -0.1 0.1
O -0.701 -2.560 0.658 0.2 0.3 0.0
C -2.604 -1.952 1.909 0.0 0.1 0.0
C -2.851 -0.727 1.376 -0.1 0.0 0.1
C -3.936 0.131 1.921 0.0 0.0 0.0
N -2.090 -0.285 0.241 0.2 0.0 -0.2
N -2.525 0.767 -0.288 -0.1 -0.1 0.2
C -1.765 1.128 -1.400 -0.1 0.1 -0.2
O -0.729 0.338 -1.645 0.1 -0.1 0.3
C -2.133 2.198 -2.187 0.1 -0.1 0.0
C -3.292 2.979 -1.841 0.0 0.0 0.0
C -3.671 4.013 -2.648 0.0 0.0 0.0
C -2.924 4.296 -3.803 0.0 0.0 0.0
C -1.780 3.550 -4.160 0.0 0.0 0.0
C -1.382 2.515 -3.369 0.0 0.0 0.0
H -2.501 -4.637 2.288 0.0 0.0 0.0
H -1.105 -4.068 3.171 0.0 0.0 0.0
H -0.848 -4.878 1.607 0.0 0.0 0.0
H -3.249 -2.272 2.719 0.0 0.0 0.0
H -3.927 0.074 3.011 0.0 0.0 0.0
H -4.905 -0.264 1.595 0.0 0.0 0.0
H -3.863 1.164 1.605 0.0 0.0 0.0
H -3.855 2.741 -0.950 0.0 0.0 0.0
H -4.540 4.611 -2.408 0.0 0.0 0.0
H -3.237 5.113 -4.445 0.0 0.0 0.0
H -1.234 3.805 -5.058 0.0 0.0 0.0
H -0.512 1.923 -3.624 0.0 0.0 0.0
N 2.382 0.222 -0.747 -0.1 0.1 0.0
P 1.423 -0.055 0.631 0.2 -0.2 0.3
C 2.326 -1.003 1.832 0.0 0.1 0.0
C 3.149 -0.313 2.734 -0.1 0.0 0.1
C 3.979 -1.024 3.584 0.0 0.0 0.0
C 4.001 -2.413 3.535 0.0 0.0 0.0
C 3.202 -3.101 2.627 0.0 0.0 0.0
C 2.368 -2.402 1.772 0.0 0.0 0.0
C 0.934 1.536 1.253 0.0 0.1 -0.2
C 0.516 1.660 2.583 -0.1 0.0 0.0
C 0.090 2.894 3.049 0.0 -0.1 0.0
C 0.079 3.995 2.201 0.0 0.0 0.0
C 0.481 3.869 0.875 0.0 0.0 0.0
C 0.900 2.641 0.392 0.1 0.0 0.0
C 2.406 -0.700 -1.770 0.0 -0.1 0.0
C 3.464 -0.755 -2.671 0.0 0.0 0.0
C 3.440 -1.697 -3.674 0.0 0.0 0.0
C 2.356 -2.585 -3.777 0.0 0.0 0.0
C 1.337 -2.471 -2.887 0.0 0.0 0.1
N 1.329 -1.538 -1.876 0.3 0.1 -0.1
H 3.202 0.815 -0.664 0.0 0.0 0.0
H 3.145 0.769 2.779 0.0 0.0 0.0
H 4.611 -0.495 4.284 0.0 0.0 0.0
H 4.651 -2.963 4.202 0.0 0.0 0.0
H 3.242 -4.181 2.584 0.0 0.0 0.0
H 1.779 -2.954 1.050 0.0 0.0 0.0
H 0.540 0.812 3.255 0.0 0.0 0.0
H -0.209 3.003 4.083 0.0 0.0 0.0
H -0.230 4.961 2.580 0.0 0.0 0.0
H 0.493 4.738 0.230 0.0 0.0 0.0
H 1.250 2.554 -0.631 0.0 0.0 0.0
H 4.299 -0.076 -2.563 0.0 0.0 0.0
H 4.264 -1.760 -4.374 0.0 0.0 0.0
H 2.327 -3.348 -4.542 0.0 0.0 0.0
H 0.487 -3.135 -2.914 -0.1 0.0 0.0
I -2.517 -2.684 -2.109 0.1 0.0 -0.1
I -1.932 -4.205 -4.222 0.0 0.0 0.0

=====

No. 6
18
Properties=species:S:1:pos:R:3:forces:R:3 method="wB97M-V/def2-TZVPD" homo_lumo_gap_ha=0.3658 energy_ha=-252.15467 homo_energy_ev=-13.5 e_above_lowest_kcal_mol=48.0 total_charge=+1 smiles="C/C=C/CC[NH3+]" lumo_energy_ev=-3.6
C 1.233 1.342 0.235 0.3 -0.4 2.0
C 0.574 1.014 -1.132 -0.6 0.9 -0.5
C -0.005 -0.386 -1.099 1.1 0.2 2.2
C -1.132 -0.805 -0.505 -0.3 -1.2 -0.2
C -1.148 -2.058 0.375 -0.6 1.1 -0.5
N 0.375 0.796 1.448 0.1 -0.2 -0.3
H 1.371 2.378 0.542 -0.3 0.2 -0.9
H 2.189 0.885 0.498 0.1 -0.2 -0.9
H 1.299 1.148 -1.945 0.2 -0.1 0.4
H -0.135 1.831 -1.299 -0.4 -0.3 -0.1
H 0.826 -1.078 -0.920 0.0 -0.1 -0.3
H -2.128 -0.409 -0.652 0.0 0.9 0.1
H -1.862 -2.792 -0.023 0.7 -0.3 0.2
H -1.563 -1.770 1.357 0.0 0.0 -0.3
H -0.116 -2.347 0.557 -0.1 -0.8 -0.2
H 0.696 -0.138 1.708 -0.4 -0.3 -0.6
H -0.600 0.758 1.146 -0.1 -0.3 0.1
H 0.420 1.260 2.358 0.2 0.9 -0.5